Version one
C5H13NS2 | the ωB97M-V functional and the def2-TZVPD basis

As for the HOMO-LUMO gap: 9.658 eV. The SMILES is SCCCNCCS. The LUMO energy is 0.78 eV.

Each line ends with the Löwdin charge.
Element x y z (Å)
S  0.07937  -0.56277  -3.43004  0.6611
C  -1.01482  -0.89403  -1.96123  -0.5406
C  -0.79693  0.10025  -0.81283  -0.2589
C  -1.01263  -0.52887  0.55576  -0.2967
N  -1.51787  0.32082  1.57720  -0.0872
C  -0.54253  1.25622  2.15658  -0.2745
C  0.65736  0.47787  2.70680  -0.5593
S  2.00014  0.21917  1.54712  0.7317
H  -0.32547  -1.69549  -4.01149  -0.1595
H  -2.01193  -0.96901  -2.36164  0.0614
H  -0.66800  -1.85601  -1.62937  0.0533
H  -1.55222  0.87907  -0.94664  0.1128
H  0.17479  0.53373  -0.94301  0.0688
H  -0.08318  -1.02297  0.88275  0.0748
H  -1.61524  -1.43323  0.47546  0.1172
H  -2.33848  0.81514  1.24736  0.1100
H  -0.24376  1.97281  1.43726  0.0873
H  -1.04011  1.72049  3.00856  0.1132
H  0.95417  0.84100  3.67180  0.0676
H  0.24338  -0.48820  2.99360  0.0705
H  3.00841  0.72088  2.26593  -0.1529


Version two
C5H13NS2 | the ωB97M-V functional and the def2-TZVPD basis

As for the HOMO-LUMO gap: 9.184 eV. The SMILES is CCSSC[C@@H](C)N. The LUMO energy is 0.87 eV.

Each line ends with the Löwdin charge.
Element x y z (Å)
C  1.10040  -3.68574  1.29480  -0.2279
C  1.22157  -2.15743  1.05769  -0.5291
S  0.34939  -1.92029  -0.65975  0.4406
S  1.16822  -0.22172  -1.49117  0.4198
C  0.68648  1.40377  -0.71282  -0.4606
C  -0.88611  1.46864  -0.66157  -0.4886
C  -1.23634  2.72989  0.27157  -0.0641
N  -1.57586  1.48686  -1.92042  0.0221
H  0.04675  -4.21329  1.14586  0.0975
H  1.25769  -3.97612  2.32096  0.0471
H  1.71847  -4.22934  0.53415  0.0715
H  2.20013  -1.83585  1.31711  0.0489
H  0.76274  -1.46584  1.83551  0.0765
H  1.14037  2.16689  -1.34915  0.0747
H  1.31352  1.40126  0.16930  0.0507
H  -1.30984  0.55488  -0.13512  0.1218
H  -0.48138  2.93658  1.00594  0.0494
H  -2.08295  2.48539  0.81133  0.0293
H  -1.36469  3.71084  -0.25508  0.0853
H  -1.47568  2.22501  -2.51092  0.0249
H  -2.55287  1.13560  -2.06821  0.1100


Most stable: version one. Least stable: version two.


Version one
C4H8N2OS | the ωB97M-V functional and the def2-TZVPD basis

As for the HOMO-LUMO gap: 9.010 eV. The SMILES is [H]/N=C(/CS)N(O)C=C. The LUMO energy is 0.29 eV.

Each line ends with the Löwdin charge.
Element x y z (Å)
H  -1.94151  -0.86337  1.00321  0.0048
N  -1.56153  -1.38056  0.28095  0.1513
C  -0.72436  -0.76064  -0.42565  -0.4489
C  -0.01762  -1.54753  -1.60632  -0.4291
S  1.54556  -2.11809  -0.78562  0.6154
N  -0.47684  0.71928  -0.27230  0.0261
O  1.08940  0.60293  -0.81375  -0.1896
C  -0.45805  1.29642  1.02357  -0.2422
C  0.21913  2.36269  1.35973  -0.0075
H  -0.63519  -2.36818  -1.73119  0.0296
H  0.27347  -0.82778  -2.37805  0.0746
H  1.25557  -2.58161  0.72970  0.0049
H  1.15366  1.35065  -1.47617  0.1065
H  -1.03064  0.69051  1.77317  0.1176
H  0.22944  2.61399  2.54254  0.1105
H  1.07952  2.81132  0.77618  0.0760


Version two
C4H8N2OS | the ωB97M-V functional and the def2-TZVPD basis

As for the HOMO-LUMO gap: 9.346 eV. The SMILES is CS[C@@H]1C=NN(C)O1. The LUMO energy is 0.97 eV.

Each line ends with the Löwdin charge.
Element x y z (Å)
C  -0.53364  2.66644  1.48592  -0.4276
S  -1.33464  1.20360  0.88795  0.8388
C  -0.13302  0.67520  -0.43688  -0.5708
C  -0.97852  -0.30044  -1.33878  -0.1374
N  -0.39428  -1.40854  -1.46133  0.0493
N  0.77995  -1.40217  -0.84263  -0.1742
C  1.06684  -2.68165  -0.11602  -0.0049
O  0.92809  -0.12119  -0.13212  -0.0672
H  0.20307  2.49565  2.26654  0.0441
H  -1.37133  3.26455  1.80940  0.0236
H  -0.15363  3.08583  0.60233  0.0039
H  0.24964  1.59478  -0.80746  0.0877
H  -1.87622  -0.24683  -1.92579  0.1044
H  2.14436  -2.60390  -0.05127  0.0789
H  0.56690  -2.74131  0.83403  0.0799
H  0.83642  -3.48003  -0.77387  0.0716


Most stable: version two. Least stable: version one.


Version one
C4H8N2OS | the ωB97M-V functional and the def2-TZVPD basis

As for the HOMO-LUMO gap: 9.330 eV. The LUMO energy is 0.18 eV.

Each line ends with the Löwdin charge.
Element x y z (Å)
C  1.07189  -0.80445  -0.50084  -0.1244
C  0.92217  0.47227  -1.01098  -0.1349
C  0.02269  -1.75650  -0.22294  -0.3051
C  -0.37020  1.08685  -1.15908  -0.0318
N  -0.81953  -1.27091  0.84979  -0.2497
N  -0.95723  1.35506  0.58918  -0.1580
O  0.52273  0.39861  2.34352  -0.3685
S  -0.61771  0.07246  1.53716  0.6417
H  2.13414  -1.10703  -0.46369  0.1174
H  1.82297  1.04714  -1.00006  0.0986
H  -0.65143  -2.05306  -1.04948  0.1250
H  0.61605  -2.61273  0.12130  0.1088
H  -0.38580  2.09701  -1.43053  0.0713
H  -1.07537  0.71515  -1.82567  0.0825
H  -0.52949  2.23021  0.86859  0.0605
H  -1.70588  0.12992  2.35372  0.0666


Version two
C4H8N2OS | the ωB97M-V functional and the def2-TZVPD basis

As for the HOMO-LUMO gap: 9.853 eV. The SMILES is O=CN1C[C@H](S)CN1. The LUMO energy is 0.64 eV.

Each line ends with the Löwdin charge.
Element x y z (Å)
O  3.05556  -0.85606  0.00801  0.0220
C  2.36991  0.11006  -0.27640  -0.2817
N  0.96613  0.08880  -0.41303  -0.1299
C  0.25719  -0.84324  0.52938  -0.1468
C  -1.07750  -0.11600  0.77249  -0.6171
S  -2.37536  -0.44746  -0.46999  0.7453
C  -0.57679  1.33780  0.66685  -0.1968
N  0.37845  1.30361  -0.46360  -0.0400
H  2.87820  1.03725  -0.58999  0.1306
H  0.31054  -1.84975  0.11528  0.1215
H  0.71923  -0.86978  1.50570  0.1149
H  -1.52398  -0.33694  1.75981  0.1058
H  -2.49349  -1.70919  -0.09351  -0.1463
H  -1.35517  2.03071  0.49579  0.0968
H  -0.07480  1.65661  1.56630  0.1153
H  -0.14819  1.37037  -1.32120  0.1063


Most stable: version two. Least stable: version one.


Version one
C4H8N2OS | the ωB97M-V functional and the def2-TZVPD basis

As for the HOMO-LUMO gap: 8.898 eV. The SMILES is CC(=O)N/C(C)=N/S. The LUMO energy is 0.38 eV.

Each line ends with the Löwdin charge.
Element x y z (Å)
C  2.02703  0.58992  0.44154  -0.0648
C  1.64341  -0.70292  -0.20445  -0.4313
O  2.57533  -1.55030  -0.21463  0.0161
N  0.25161  -1.13959  -0.16534  0.0734
C  -0.90883  -0.36768  -0.15212  -0.5018
C  -0.79564  1.16717  -0.44620  -0.0371
N  -1.86422  -1.18220  0.23166  -0.2964
S  -3.49580  -0.48838  -0.00220  0.6625
H  2.39321  1.39584  -0.25859  0.0996
H  1.18901  0.97231  1.07367  0.0754
H  2.96511  0.54842  1.10736  0.1165
H  0.13519  -2.17612  -0.39942  0.1803
H  0.36184  1.05025  -0.92136  0.1166
H  -1.61084  1.57737  -1.08047  0.0641
H  -0.78933  1.86749  0.45149  0.0970
H  -4.07708  -1.56156  0.53904  -0.1700


Version two
C4H8N2OS | the ωB97M-V functional and the def2-TZVPD basis

As for the HOMO-LUMO gap: 9.718 eV. The SMILES is C1=N\CCOCSN/1. The LUMO energy is 0.65 eV.

Each line ends with the Löwdin charge.
Element x y z (Å)
C  1.88117  -0.44555  -0.18688  -0.3079
N  1.60318  0.78185  -0.43362  0.0275
C  0.42386  1.31575  0.16790  -0.2416
C  -0.85071  1.18427  -0.69422  -0.1967
O  -1.89732  0.37598  -0.11694  -0.2138
C  -1.55747  -0.88444  0.40223  -0.4666
S  -0.37602  -1.85426  -0.64456  0.9228
N  1.03617  -1.44654  0.25447  -0.3438
H  2.93612  -0.80665  -0.29799  0.1231
H  0.19528  0.96011  1.21842  0.1321
H  0.67440  2.36042  0.31585  0.0997
H  -0.60156  0.78539  -1.68481  0.1010
H  -1.35654  2.18445  -0.79280  0.1313
H  -1.06205  -0.91012  1.41484  0.0923
H  -2.52305  -1.32550  0.45327  0.0710
H  1.47455  -2.27516  0.62482  0.0695


Version three
C4H8N2OS | the ωB97M-V functional and the def2-TZVPD basis

As for the HOMO-LUMO gap: 7.489 eV. The LUMO energy is -1.17 eV.

Each line ends with the Löwdin charge.
Element x y z (Å)
C  -2.55795  -0.52358  -0.08365  -0.2242
C  -1.01761  -0.90122  0.05646  -0.4699
C  1.18228  0.34299  -0.27313  -0.3793
C  2.19009  -0.85502  -0.15957  -0.5817
H  -2.80775  -0.80946  -1.48533  0.1367
H  -3.58700  -1.18351  1.17980  0.1856
H  -2.45738  1.10363  0.22193  0.1686
H  -0.65638  -2.05863  -0.35932  0.1413
H  -0.89148  -1.21791  1.24908  0.1212
H  2.65742  1.71030  0.13447  0.0642
H  -0.07373  2.37984  0.34478  0.1846
H  1.65660  -1.67871  -0.32305  -0.0136
N  -0.10768  0.20444  -0.38837  0.0135
N  1.77324  1.58902  -0.19860  -0.0564
O  0.96010  2.62635  0.06297  -0.0835
S  3.73722  -0.72852  0.02153  0.7928


Most stable: version two. Least stable: version three.


Version one
C3H7NOS2 | the ωB97M-V functional and the def2-TZVPD basis

As for the HOMO-LUMO gap: 8.857 eV. The SMILES is CSCONC=S. The LUMO energy is -0.13 eV.

Each line ends with the Löwdin charge.
Element x y z (Å)
C  1.85184  -1.39419  0.29592  -0.4742
S  1.48772  -0.26876  -1.13360  0.7281
C  0.74966  1.20316  -0.19794  -0.4495
O  -0.64958  1.05585  0.42759  -0.2932
N  -1.66621  0.94689  -0.56872  -0.1147
C  -2.35107  -0.26921  -0.22916  -0.6884
S  -3.97931  -0.62252  -0.45740  0.5725
H  1.01830  -1.35682  1.10995  0.0512
H  2.89934  -1.29999  0.96121  0.0982
H  1.84882  -2.47468  0.19386  0.0034
H  1.49347  1.31706  0.79794  0.1282
H  1.00346  2.22763  -0.87914  0.1318
H  -2.33709  1.85207  -0.35741  0.1940
H  -1.36934  -0.91650  0.03690  0.1127


Version two
C3H7NOS2 | the ωB97M-V functional and the def2-TZVPD basis

As for the HOMO-LUMO gap: 8.915 eV. The SMILES is NC(=O)CCSS. The LUMO energy is 0.27 eV.

Each line ends with the Löwdin charge.
Element x y z (Å)
N  2.32353  -1.94889  0.31419  0.1157
C  1.13051  -2.00855  1.07826  -0.4360
O  0.77018  -3.07658  1.59130  0.0392
C  0.41972  -0.54699  1.32870  -0.1636
C  -0.09018  -0.13003  -0.02626  -0.5741
S  -0.63373  1.62585  -0.00947  0.4204
S  -1.63964  1.92469  -1.87258  0.3071
H  2.55944  -2.78131  -0.12461  0.0582
H  3.09272  -1.22489  0.45170  0.1390
H  1.23504  0.05587  1.62103  0.0781
H  -0.16672  -0.65539  2.23804  0.1181
H  0.45564  -0.17912  -0.91309  0.0382
H  -0.98739  -0.71989  -0.24859  0.0810
H  -1.00126  3.06436  -2.12562  -0.2211


Most stable: version two. Least stable: version one.